<i>
ORCA calculation (the ωB97M-V functional and the def2-TZVPD basis) on C5H11OP in the gas phase.

As for the structure (SMILES): C[C@H]1CCC[P@@H]1=O. The HOMO energy comes out at -9.600 eV.

Element x y z (Å)
1 P 0.390 -1.428 0.235
2 O 1.474 -2.361 0.849
3 C -1.050 -0.967 1.284
4 C -1.566 0.272 0.677
5 C 0.767 0.274 -0.143
6 C -0.596 0.949 -0.381
7 C 1.820 0.747 -1.267
8 H 1.703 0.074 -2.101
9 H 2.806 0.593 -0.989
10 H 0.987 0.569 0.874
11 H -0.649 2.017 -0.301
12 H -0.123 -1.928 -0.876
13 H 1.623 1.770 -1.556
14 H -1.038 0.818 -1.397
15 H -2.431 0.369 0.048
16 H -1.750 0.951 1.448
17 H -1.586 -1.978 1.166
18 H -0.781 -0.742 2.431

natural (NBO) charges in e:
1. P 1.725
2. O -1.059
3. C -0.774
4. C -0.450
5. C -0.592
6. C -0.380
7. C -0.585
8. H 0.209
9. H 0.220
10. H 0.226
11. H 0.218
12. H -0.122
13. H 0.211
14. H 0.195
15. H 0.227
16. H 0.213
17. H 0.253
18. H 0.264



<ii>
ORCA calculation (the ωB97M-V functional and the def2-TZVPD basis) on C5H11OP in the gas phase.

As for the structure (SMILES): CC1(C)O[C@]1(C)P. The HOMO energy comes out at -9.436 eV.

Element x y z (Å)
1 P 2.282 0.426 -0.296
2 O 0.261 0.285 1.347
3 C 0.679 -0.291 0.055
4 C -0.506 0.479 0.262
5 C 0.496 -1.861 -0.016
6 C -1.952 -0.122 0.175
7 C -0.327 1.988 -0.269
8 H -2.173 -1.055 0.583
9 H 0.914 -2.390 0.811
10 H 2.727 -0.548 -1.120
11 H -2.567 0.670 0.689
12 H 0.299 1.820 -1.244
13 H -1.285 2.479 -0.460
14 H 0.267 2.615 0.417
15 H -0.580 -2.071 0.081
16 H 0.942 -2.248 -0.989
17 H -2.326 0.033 -0.861
18 H 2.850 -0.209 0.836

natural (NBO) charges in e:
1. P 0.336
2. O -0.503
3. C -0.066
4. C 0.232
5. C -0.632
6. C -0.641
7. C -0.645
8. H 0.220
9. H 0.222
10. H -0.045
11. H 0.220
12. H 0.214
13. H 0.211
14. H 0.233
15. H 0.212
16. H 0.216
17. H 0.222
18. H -0.008



<iii>
ORCA calculation (the ωB97M-V functional and the def2-TZVPD basis) on C5H11OP in the gas phase.

As for the structure (SMILES): C=C(C)P(C)(C)=O. The HOMO energy comes out at -9.450 eV.

Element x y z (Å)
1 P -0.981 0.446 0.141
2 O -1.378 1.884 0.065
3 C 1.709 1.544 0.901
4 C 1.040 0.321 0.412
5 C -1.625 -0.646 1.408
6 C -1.327 -0.357 -1.403
7 C 1.682 -0.776 0.063
8 H -1.305 -1.647 1.100
9 H 1.440 -1.777 -0.163
10 H 2.709 -0.811 0.020
11 H 2.850 1.568 0.842
12 H 1.405 2.424 0.276
13 H -1.197 -1.475 -1.412
14 H -0.770 0.239 -2.160
15 H 1.333 1.906 1.835
16 H -2.348 -0.188 -1.683
17 H -2.644 -0.558 1.293
18 H -1.317 -0.457 2.538

natural (NBO) charges in e:
1. P 1.893
2. O -1.087
3. C -0.674
4. C -0.236
5. C -1.012
6. C -1.040
7. C -0.429
8. H 0.242
9. H 0.200
10. H 0.182
11. H 0.218
12. H 0.240
13. H 0.245
14. H 0.269
15. H 0.233
16. H 0.257
17. H 0.237
18. H 0.264



What should be chosen as the most stable of them? Choose <iii>.



<i>
ORCA calculation (the ωB97M-V functional and the def2-TZVPD basis) on 2 unconnected molecules or ions with the total composition C9H14S.

As for the structure (SMILES): Cc1ccccc1.CSC. The HOMO energy comes out at -8.548 eV.

Element x y z (Å)
1 S 2.878 2.268 -0.232
2 C -2.024 -1.420 0.026
3 C -2.164 1.255 0.752
4 C 3.095 1.029 1.046
5 C 3.693 1.399 -1.569
6 C -0.950 0.561 0.862
7 C -0.887 -0.773 0.514
8 C -3.219 -0.733 -0.055
9 C -1.901 -2.801 -0.576
10 C -3.320 0.591 0.403
11 H -2.789 -3.033 -1.164
12 H -1.561 -3.547 0.127
13 H 4.129 0.907 1.376
14 H 3.189 1.550 -2.525
15 H 3.776 0.334 -1.382
16 H 4.713 1.728 -1.743
17 H -4.242 1.126 0.240
18 H -1.208 -2.751 -1.424
19 H 2.632 0.096 0.756
20 H 0.020 -1.354 0.657
21 H -4.161 -1.211 -0.286
22 H -2.172 2.246 1.193
23 H -0.097 1.200 1.047
24 H 2.569 1.331 1.956

natural (NBO) charges in e:
1. S 0.202
2. C -0.005
3. C -0.222
4. C -0.756
5. C -0.759
6. C -0.203
7. C -0.220
8. C -0.224
9. C -0.638
10. C -0.203
11. H 0.219
12. H 0.221
13. H 0.215
14. H 0.228
15. H 0.220
16. H 0.213
17. H 0.211
18. H 0.218
19. H 0.212
20. H 0.206
21. H 0.209
22. H 0.210
23. H 0.215
24. H 0.231



<ii>
ORCA calculation (the ωB97M-V functional and the def2-TZVPD basis) on 2 unconnected molecules or ions with the total composition C9H14S.

As for the structure (SMILES): Cc1ccccc1.CCS. The HOMO energy comes out at -8.976 eV.

Element x y z (Å)
1 S -1.610 -3.576 0.314
2 C 1.238 0.798 1.408
3 C -2.373 -0.823 0.426
4 C 1.277 0.272 -1.331
5 C 1.357 1.833 0.490
6 C 1.416 1.579 -0.879
7 C 1.141 -0.503 0.919
8 C 1.069 -0.773 -0.432
9 C -2.556 -2.223 1.033
10 C 1.559 2.718 -1.847
11 H 1.111 -1.276 1.661
12 H 1.151 0.950 2.478
13 H 1.335 0.080 -2.393
14 H -2.110 -0.812 -0.630
15 H -0.358 -3.306 0.619
16 H 1.453 2.421 -2.882
17 H 0.847 -1.751 -0.846
18 H -1.614 -0.272 0.974
19 H 0.874 3.545 -1.643
20 H -3.589 -2.522 0.863
21 H -2.391 -2.135 2.102
22 H 1.508 2.858 0.804
23 H 2.551 3.169 -1.781
24 H -3.287 -0.250 0.573

natural (NBO) charges in e:
1. S -0.037
2. C -0.206
3. C -0.620
4. C -0.213
5. C -0.213
6. C -0.019
7. C -0.234
8. C -0.199
9. C -0.524
10. C -0.630
11. H 0.207
12. H 0.216
13. H 0.208
14. H 0.218
15. H 0.108
16. H 0.216
17. H 0.218
18. H 0.215
19. H 0.220
20. H 0.221
21. H 0.213
22. H 0.208
23. H 0.218
24. H 0.208



What should be chosen as the most stable of them? Choose <ii>.



<i>
ORCA calculation (the ωB97M-V functional and the def2-TZVPD basis) on CH4N2OS in the gas phase.

As for the structure (SMILES): NC(=O)NS. The HOMO energy comes out at -9.066 eV.

Element x y z (Å)
1 S 2.552 0.057 0.223
2 O 0.430 1.759 -0.068
3 N 1.121 -0.363 -0.476
4 N -1.078 0.058 0.310
5 C 0.046 0.639 -0.093
6 H 3.375 0.233 -0.932
7 H 0.692 -1.300 -0.230
8 H -1.807 0.590 0.603
9 H -1.292 -0.895 0.143

natural (NBO) charges in e:
1. S 0.209
2. O -0.585
3. N -0.839
4. N -0.820
5. C 0.778
6. H 0.107
7. H 0.358
8. H 0.400
9. H 0.393



<ii>
ORCA calculation (the ωB97M-V functional and the def2-TZVPD basis) on CH4N2OS in the gas phase.

As for the structure (SMILES): ON/C=N\S. The HOMO energy comes out at -7.827 eV.

Element x y z (Å)
1 S -0.777 0.639 1.006
2 O 0.629 0.979 -1.005
3 N -0.387 -0.932 0.631
4 N 0.931 -0.343 -1.249
5 C 0.251 -1.309 -0.458
6 H 1.080 -0.472 -2.341
7 H 1.481 1.364 -0.487
8 H 0.337 -2.442 -0.562
9 H -0.809 0.264 2.422

natural (NBO) charges in e:
1. S 0.196
2. O -0.544
3. N -0.664
4. N -0.359
5. C 0.191
6. H 0.372
7. H 0.485
8. H 0.221
9. H 0.102



What should be chosen as the most stable of them? Choose <i>.



<i>
ORCA calculation (the ωB97M-V functional and the def2-TZVPD basis) on CH4N2OS in the gas phase.

As for the structure (SMILES): ON/C=N/S. The HOMO energy comes out at -8.229 eV.

Element x y z (Å)
1 S 2.033 0.022 -0.026
2 O -2.414 -0.623 -0.122
3 N 0.368 -0.468 0.017
4 N -1.709 0.570 0.153
5 C -0.355 0.590 -0.043
6 H 2.495 -1.205 0.245
7 H 0.031 1.567 -0.022
8 H -1.927 -1.332 0.375
9 H -2.286 1.350 -0.129

natural (NBO) charges in e:
1. S 0.123
2. O -0.549
3. N -0.630
4. N -0.310
5. C 0.212
6. H 0.121
7. H 0.162
8. H 0.487
9. H 0.384



<ii>
ORCA calculation (the ωB97M-V functional and the def2-TZVPD basis) on CH4N2OS in the gas phase.

As for the structure (SMILES): NC(=S)NO. The HOMO energy comes out at -8.692 eV.

Element x y z (Å)
1 S -1.443 0.180 0.192
2 O 1.227 0.319 1.510
3 N 1.151 -0.198 0.346
4 N 0.314 -0.304 -1.759
5 C 0.059 -0.139 -0.465
6 H 1.287 -0.409 -2.113
7 H -0.444 0.022 -2.378
8 H 1.610 -1.122 0.257
9 H 0.212 0.421 1.774

natural (NBO) charges in e:
1. S -0.270
2. O -0.527
3. N -0.318
4. N -0.792
5. C 0.247
6. H 0.407
7. H 0.426
8. H 0.360
9. H 0.468



What should be chosen as the most stable of them? Choose <ii>.



<i>
ORCA calculation (the ωB97M-V functional and the def2-TZVPD basis) on a molecular structure, CH4N2OS.

The HOMO energy (spin up / spin down) comes out at -8.281 / -8.283 eV.

Element x y z (Å)
1 S -2.727 0.281 -0.448
2 O -0.028 -1.129 0.365
3 N 1.153 -0.478 0.272
4 N 1.422 0.244 -0.893
5 C -1.613 -0.092 0.576
6 H 1.089 0.124 1.131
7 H 0.766 1.039 -0.877
8 H -1.460 0.314 1.610
9 H 1.398 -0.303 -1.736

natural (NBO) charges in e:
1. S 0.199
2. O -0.440
3. N -0.135
4. N -0.668
5. C -0.170
6. H 0.321
7. H 0.334
8. H 0.186
9. H 0.373



<ii>
ORCA calculation (the ωB97M-V functional and the def2-TZVPD basis) on 2 unconnected molecules or ions with the total composition CH4N2OS.

The HOMO energy comes out at -9.157 eV.

Element x y z (Å)
1 S 1.094 0.366 -1.380
2 O -1.563 -0.305 -0.868
3 N -1.555 -0.226 0.654
4 N 0.960 0.075 0.299
5 C -0.266 -0.138 0.973
6 H 0.383 1.712 -1.515
7 H -0.232 -0.272 2.158
8 H 1.804 0.010 0.760
9 H -0.624 -1.224 -1.080

natural (NBO) charges in e:
1. S 0.174
2. O -0.603
3. N -0.170
4. N -0.778
5. C 0.190
6. H 0.145
7. H 0.205
8. H 0.410
9. H 0.427



What should be chosen as the most stable of them? Choose <ii>.



<i>
ORCA calculation (the ωB97M-V functional and the def2-TZVPD basis) on 5 unconnected molecules or ions with the total composition CH12O5.

As for the structure (SMILES): CO.O.O.O.O. The HOMO energy comes out at -10.185 eV.

Element x y z (Å)
1 O 1.474 0.135 -0.925
2 O -1.142 -0.375 -1.447
3 O -0.945 -0.728 1.486
4 O 1.359 -2.280 0.593
5 O -2.058 1.455 0.328
6 C 1.511 1.351 -0.115
7 H 2.496 1.819 -0.431
8 H -0.880 -1.144 0.613
9 H -0.931 -0.118 -2.352
10 H -3.007 1.383 0.495
11 H -1.709 0.844 1.011
12 H 1.401 -1.403 0.165
13 H -1.648 0.388 -1.079
14 H 0.549 -0.092 -1.165
15 H -0.823 -1.455 2.102
16 H 1.708 1.088 0.922
17 H 0.655 1.959 -0.318
18 H 1.987 -2.827 0.117

natural (NBO) charges in e:
1. O -0.791
2. O -0.982
3. O -0.980
4. O -0.985
5. O -0.974
6. C -0.260
7. H 0.178
8. H 0.501
9. H 0.481
10. H 0.475
11. H 0.511
12. H 0.494
13. H 0.512
14. H 0.490
15. H 0.495
16. H 0.180
17. H 0.186
18. H 0.468



<ii>
ORCA calculation (the ωB97M-V functional and the def2-TZVPD basis) on 5 unconnected molecules or ions with the total composition CH12O5.

As for the structure (SMILES): CO.O.O.O.O. The HOMO energy comes out at -10.987 eV.

Element x y z (Å)
1 O 0.214 1.421 1.759
2 O -1.065 -2.344 1.347
3 O -0.893 -0.054 -0.570
4 O 2.617 -0.976 0.562
5 O 2.130 1.330 -1.677
6 C -2.189 0.591 -0.277
7 H 0.386 1.362 0.810
8 H -2.858 -0.258 -0.236
9 H -0.950 -0.312 -1.491
10 H 1.346 0.885 -2.003
11 H 3.202 -0.468 0.001
12 H -0.792 -1.584 0.864
13 H -2.480 1.385 -0.958
14 H 2.375 -1.737 0.007
15 H -1.998 1.065 0.684
16 H 1.802 2.226 -1.603
17 H 0.289 0.524 2.066
18 H -1.137 -3.055 0.714

natural (NBO) charges in e:
1. O -0.950
2. O -0.950
3. O -0.764
4. O -0.939
5. O -0.933
6. C -0.275
7. H 0.477
8. H 0.184
9. H 0.463
10. H 0.464
11. H 0.477
12. H 0.482
13. H 0.174
14. H 0.462
15. H 0.219
16. H 0.469
17. H 0.475
18. H 0.462



What should be chosen as the most stable of them? Choose <i>.



<i>
ORCA calculation (the ωB97M-V functional and the def2-TZVPD basis) on CH4F2Si in the gas phase.

As for the structure (SMILES): C[SiH](F)F. The HOMO energy comes out at -10.482 eV.

Element x y z (Å)
1 Si 0.966 0.125 -0.466
2 F 1.703 -1.320 -0.284
3 F 1.830 0.879 0.624
4 C -1.213 -0.149 0.334
5 H -1.897 -0.764 -0.254
6 H -1.127 -0.507 1.421
7 H 1.263 0.727 -1.704
8 H -1.524 1.010 0.330

natural (NBO) charges in e:
1. Si 1.888
2. F -0.662
3. F -0.660
4. C -0.994
5. H 0.223
6. H 0.236
7. H -0.251
8. H 0.220



<ii>
ORCA calculation (the ωB97M-V functional and the def2-TZVPD basis) on CH4F2Si in the gas phase.

As for the structure (SMILES): C[SiH](F)F. The HOMO energy comes out at -11.347 eV.

Element x y z (Å)
1 Si 1.527 -0.009 -0.392
2 F 2.214 -1.288 0.237
3 F 2.183 1.336 0.237
4 C -0.165 -0.031 0.469
5 H -0.703 0.836 0.312
6 H 1.848 -0.268 -1.824
7 H 0.028 0.070 1.559
8 H -0.694 -0.828 -0.049

natural (NBO) charges in e:
1. Si 1.949
2. F -0.659
3. F -0.653
4. C -1.145
5. H 0.236
6. H -0.237
7. H 0.267
8. H 0.242



What should be chosen as the most stable of them? Choose <ii>.



<i>
ORCA calculation (the ωB97M-V functional and the def2-TZVPD basis) on C4H3N in the gas phase.

As for the structure (SMILES): C#CCC#N. The HOMO energy comes out at -10.827 eV.

Element x y z (Å)
1 N -2.388 1.045 -0.493
2 C 1.777 0.494 0.022
3 C 0.816 -0.012 -0.492
4 C -1.509 0.341 -0.244
5 C -0.414 -0.561 0.061
6 H 2.611 0.960 0.431
7 H -0.480 -1.503 -0.436
8 H -0.413 -0.764 1.152

natural (NBO) charges in e:
1. N -0.305
2. C -0.127
3. C -0.043
4. C 0.287
5. C -0.563
6. H 0.228
7. H 0.264
8. H 0.260



<ii>
ORCA calculation (the ωB97M-V functional and the def2-TZVPD basis) on C4H3N in the gas phase.

The HOMO energy comes out at -10.784 eV.

Element x y z (Å)
1 N 2.406 -1.363 0.098
2 C 0.513 0.399 -0.177
3 C 1.104 1.557 -0.366
4 C -0.950 0.015 -0.109
5 C 1.548 -0.589 -0.021
6 H -1.587 0.881 -0.292
7 H -1.169 -0.750 -0.860
8 H -1.183 -0.395 0.878

natural (NBO) charges in e:
1. N -0.263
2. C -0.477
3. C 0.363
4. C -0.599
5. C 0.259
6. H 0.236
7. H 0.241
8. H 0.240



What should be chosen as the most stable of them? Choose <i>.